{"formula": "C34H90N4O16", "method": "the ωB97M-V functional and the def2-TZVPD basis", "elements": ["C", "C", "O", "H", "H", "H", "H", "H", "H", "C", "C", "O", "H", "H", "H", "H", "H", "H", "C", "O", "C", "C", "N", "C", "C", "O", "C", "H", "H", "H", "H", "H", "H", "H", "H", "H", "H", "H", "H", "H", "H", "H", "C", "O", "C", "C", "N", "C", "C", "O", "C", "H", "H", "H", "H", "H", "H", "H", "H", "H", "H", "H", "H", "H", "H", "H", "C", "O", "C", "C", "N", "C", "C", "O", "C", "H", "H", "H", "H", "H", "H", "H", "H", "H", "H", "H", "H", "H", "H", "H", "C", "O", "C", "C", "N", "C", "C", "O", "C", "H", "H", "H", "H", "H", "H", "H", "H", "H", "H", "H", "H", "H", "H", "H", "C", "C", "O", "O", "H", "H", "H", "H", "H", "H", "C", "C", "O", "O", "H", "H", "H", "H", "H", "H", "C", "C", "O", "O", "H", "H", "H", "H", "H", "H"], "xyz": [[-5.813321, 0.904436, 1.567265], [-4.910061, 2.011432, 0.983729], [-4.115647, 2.641259, 2.068121], [-5.315378, -0.089449, 1.736119], [-6.632500, 0.840131, 0.814009], [-6.214584, 1.187177, 2.553950], [-5.510783, 2.845971, 0.621201], [-4.183405, 1.650473, 0.175133], [-3.152200, 2.763080, 1.807750], [1.330347, -1.486171, 5.296407], [1.844996, -0.296246, 4.499641], [2.163932, -0.755216, 3.218394], [0.302536, -1.813977, 4.929919], [1.339452, -1.276895, 6.367648], [2.081186, -2.296894, 5.136356], [2.864398, 0.076736, 4.897569], [1.197288, 0.609042, 4.473128], [1.447275, -1.219729, 2.814273], [2.889151, 2.008018, 1.300861], [1.543236, 2.247005, 1.011336], [0.949961, 2.943794, 2.084819], [-0.575784, 2.562436, 2.223225], [-1.535126, 3.195586, 1.280259], [-1.700100, 4.629198, 1.228746], [-2.766466, 5.046898, 0.193715], [-2.264423, 4.648971, -1.072695], [-3.211613, 4.851839, -2.093535], [3.307337, 1.337394, 0.650012], [3.015025, 1.601493, 2.343079], [3.381243, 3.011666, 1.310103], [1.110745, 4.064763, 1.955527], [1.436584, 2.649061, 3.017276], [-0.867366, 2.942179, 3.212925], [-0.743959, 1.466758, 2.067196], [-1.417481, 2.879970, 0.317624], [-0.800999, 5.231564, 1.008352], [-2.109011, 5.013791, 2.171602], [-2.885302, 6.127561, 0.250809], [-3.709797, 4.607355, 0.373630], [-3.227640, 6.027703, -2.141103], [-4.138751, 4.367802, -1.915716], [-2.852448, 4.367707, -2.958541], [-0.390439, -4.968978, 0.600999], [-1.604836, -4.110092, 0.677363], [-2.569620, -4.510450, -0.311046], [-3.594511, -3.431273, -0.338224], [-4.891365, -3.906796, 0.193776], [-5.724680, -2.783918, 0.455657], [-6.100310, -2.084427, -0.786987], [-5.187260, -1.070674, -1.124074], [-5.331830, -0.470484, -2.401258], [0.407114, -4.638213, -0.118627], [-0.719390, -5.999075, 0.353904], [0.066318, -4.788507, 1.665047], [-2.986826, -5.485107, -0.103640], [-2.008007, -4.624062, -1.253677], [-3.823438, -3.218059, -1.374588], [-3.290388, -2.558588, 0.190918], [-4.705068, -4.446635, 1.007036], [-5.347677, -1.947362, 1.083911], [-6.698373, -3.161279, 0.882980], [-7.122994, -1.531054, -0.662821], [-6.219359, -2.900081, -1.618118], [-4.408418, 0.205640, -2.491240], [-6.189786, 0.180150, -2.415342], [-5.382866, -1.224957, -3.231107], [3.588450, -4.105965, -1.199819], [4.368098, -2.930634, -0.755189], [3.841612, -2.424012, 0.471365], [4.640050, -1.211436, 0.835618], [5.964420, -1.358495, 1.321919], [6.081911, -1.904441, 2.674493], [7.396263, -1.600435, 3.254932], [8.467092, -1.825261, 2.402153], [9.689788, -1.432260, 2.975787], [2.823606, -3.661874, -1.833215], [3.148537, -4.591183, -0.333753], [4.278333, -4.724518, -1.796953], [3.975620, -3.226698, 1.196528], [2.818910, -2.296382, 0.383353], [4.042177, -0.773036, 1.624801], [4.612198, -0.581042, -0.080145], [6.642218, -1.727850, 0.689378], [5.895777, -2.986313, 2.785925], [5.449563, -1.420806, 3.360873], [7.476503, -2.276099, 4.119403], [7.402808, -0.566916, 3.578726], [10.427617, -1.951455, 2.407346], [9.755495, -1.639469, 4.029914], [9.902745, -0.371466, 2.844251], [4.178449, 1.891370, -2.680812], [2.886562, 2.127178, -3.187709], [2.113650, 3.059856, -2.474841], [0.999281, 3.600020, -3.369536], [0.079395, 2.545423, -3.771885], [-0.712658, 2.838977, -4.924329], [-1.446191, 1.540206, -5.346662], [-0.429175, 0.534133, -5.413802], [-1.036386, -0.706574, -5.125210], [4.727266, 2.837815, -2.492050], [4.784567, 1.259084, -3.407699], [4.055846, 1.343034, -1.738753], [2.769909, 3.857124, -2.016343], [1.645119, 2.592026, -1.562413], [1.375452, 3.924147, -4.332144], [0.458369, 4.446860, -3.009450], [0.531988, 1.618945, -3.995056], [-0.048689, 3.248830, -5.722435], [-1.518388, 3.520977, -4.565293], [-1.957148, 1.744824, -6.250273], [-2.114844, 1.261880, -4.565530], [-0.388752, -1.588011, -5.309666], [-1.904732, -0.799906, -5.766493], [-1.504425, -0.821665, -4.092609], [2.864285, -1.492753, -3.684814], [2.068751, -0.781435, -2.577430], [1.400381, -1.818577, -1.898812], [4.152015, -1.757550, -3.200957], [2.961845, -0.853467, -4.551795], [2.328015, -2.402249, -3.999292], [1.384790, -0.026045, -2.993112], [2.695245, -0.192630, -1.930213], [0.984499, -1.408434, -1.097356], [4.132577, -2.014412, -2.246140], [-3.044607, -0.922936, 3.078678], [-2.733061, -0.240421, 4.370169], [-3.756551, 0.706024, 4.708778], [-4.151833, -1.885827, 3.264918], [-2.251765, -1.618353, 2.842005], [-3.258057, -0.262199, 2.225735], [-1.815714, 0.235213, 4.416755], [-2.823315, -1.049956, 5.178612], [-3.944509, 1.255679, 3.879147], [-4.895843, -1.373106, 3.705920], [-1.260538, -0.389140, -0.284487], [-1.333995, 0.346494, -1.649214], [-0.902992, 1.696814, -1.493388], [0.062599, -0.285617, 0.241507], [-1.560176, -1.472634, -0.362250], [-1.914906, 0.109645, 0.417258], [-2.356081, 0.372438, -1.999153], [-0.717131, -0.092179, -2.505237], [-0.739461, 2.072671, -2.455919], [0.464728, 0.604979, 0.102475]], "atomic_forces_ev_per_a": [[0.2, -0.1, -0.6], [1.9, 0.3, 1.2], [-0.1, -1.0, -0.4], [-0.4, 1.1, -0.6], [0.3, -0.6, 0.8], [0.0, 0.3, -0.5], [-0.2, -0.3, -0.4], [-1.2, 0.3, 0.9], [-0.7, -0.2, -0.2], [-0.1, -0.3, -0.1], [1.4, 0.5, 0.8], [1.1, 0.6, -0.8], [1.3, 0.4, 0.6], [-0.4, 0.0, 0.0], [-0.8, 0.4, 0.1], [-1.6, -0.6, -0.3], [0.0, -0.7, 0.1], [-1.0, -0.3, -0.3], [-0.1, 2.4, 2.8], [-0.7, -0.5, 0.1], [-1.4, 0.5, -0.3], [0.2, 1.2, -1.0], [0.2, -0.4, -0.4], [-0.8, 1.1, 0.2], [2.2, -0.2, -0.1], [-0.2, -0.7, 0.4], [1.3, 3.0, 1.0], [1.0, -1.4, -1.9], [-0.2, 0.1, -0.9], [0.3, -0.8, -0.2], [-0.3, -1.2, 0.2], [0.0, 0.0, 0.1], [-0.1, -0.6, 0.0], [0.5, 0.8, 0.6], [0.3, -0.3, 0.1], [0.0, -0.4, 0.0], [0.3, -0.2, 0.2], [0.0, 0.4, -0.1], [-1.1, -0.7, 0.4], [-0.9, -2.1, -0.8], [-1.3, 0.0, 0.7], [0.8, 0.0, -1.3], [-0.3, 1.5, 1.9], [1.6, -1.5, -0.6], [1.9, 0.6, 0.1], [-1.8, -1.4, -1.0], [1.2, 0.2, -0.5], [-1.9, 0.4, 1.2], [-2.8, 0.4, -2.5], [0.9, -0.1, -0.4], [1.7, 0.1, 0.3], [-1.1, 0.0, 0.2], [0.5, 0.4, 0.6], [-0.7, -1.0, -2.0], [-0.3, -0.4, 0.4], [-0.4, 0.2, -0.1], [0.3, 0.6, -0.3], [0.6, 0.8, 0.3], [-0.1, -0.3, 1.0], [0.2, -1.0, 0.3], [1.0, 0.4, -0.1], [1.3, -1.2, -0.2], [0.2, 1.5, 1.0], [-1.3, -1.1, -0.2], [-0.7, 0.2, -0.2], [0.1, 0.6, 0.6], [1.1, 1.7, -0.4], [-0.6, -1.2, -0.2], [2.7, -1.7, -0.3], [-1.2, 0.5, -0.6], [0.0, 0.2, 1.4], [0.4, -0.9, -1.9], [0.8, -0.1, 1.0], [0.2, -0.3, -0.4], [-0.1, 0.4, -0.7], [-0.4, -0.6, 0.0], [0.1, -0.4, 0.0], [-0.4, 0.1, 0.5], [0.1, -0.1, 0.5], [-2.3, 0.9, -0.3], [0.0, 0.7, 0.2], [0.2, 0.0, 0.6], [0.2, -0.3, -0.3], [-0.1, 0.1, -0.4], [-1.6, 0.7, 0.5], [0.3, 0.3, 0.4], [0.1, 0.5, 0.3], [0.8, -0.5, -0.1], [0.0, -0.4, 0.5], [-0.3, 0.3, 0.0], [0.6, -0.4, -0.2], [-0.1, 0.2, -1.0], [-0.2, 0.5, 1.8], [0.8, -1.1, -1.3], [0.1, -2.2, 0.7], [-1.0, 0.0, 0.1], [2.6, 1.2, 1.0], [-0.6, -0.3, 0.1], [-0.9, -1.3, 0.4], [-0.3, -0.4, -0.1], [-1.0, 0.8, 0.9], [0.5, 0.0, 0.0], [-0.6, -0.3, -0.8], [0.2, 0.1, -0.8], [1.0, 0.6, -0.2], [-0.4, 0.4, 0.9], [0.1, 1.5, 0.5], [-0.8, 0.0, 0.1], [0.6, 0.2, -0.9], [-0.6, -0.4, -1.2], [-0.8, -0.1, 0.6], [0.0, 0.9, 0.1], [-0.2, -0.3, -0.5], [1.0, 0.5, -0.9], [0.0, 0.9, 0.9], [-0.7, -0.4, -1.5], [-0.8, 0.5, 1.5], [0.7, -0.4, 0.2], [0.1, 0.2, -0.3], [0.0, 0.1, 0.2], [-0.3, -0.4, -0.1], [0.7, -0.1, 0.4], [0.2, -0.5, -0.6], [0.0, 0.1, -0.7], [-0.8, -1.9, 0.0], [-3.0, -1.3, 1.4], [-0.4, 0.8, -1.7], [-0.7, 2.1, 0.6], [0.6, 0.1, -0.4], [0.1, 0.0, 0.3], [2.2, 0.8, -0.1], [0.5, 1.1, -1.0], [0.4, -0.7, 1.4], [1.3, -0.9, -0.7], [0.6, 0.2, -1.3], [0.8, 0.2, -0.6], [-0.2, -0.1, -0.4], [0.7, -0.4, 0.0], [0.6, 1.1, 0.1], [-0.6, 0.2, 0.1], [-0.6, -0.4, 0.0], [-0.6, -0.1, 1.5], [0.2, -0.4, 1.4], [-0.8, -0.4, 0.1]], "lowdin_charge": [-0.0801, -0.2635, -0.1642, 0.0409, 0.0811, 0.0832, 0.0928, 0.1251, 0.0278, -0.0875, -0.3428, -0.1003, 0.0906, 0.0686, 0.0868, 0.1385, 0.1007, 0.0687, -0.0988, -0.2122, -0.1922, -0.1270, -0.0784, -0.1907, -0.2056, -0.2069, -0.0906, 0.0341, 0.0930, 0.1108, 0.1397, 0.0981, 0.1225, 0.1173, 0.0916, 0.1182, 0.1263, 0.1220, 0.0906, 0.1363, 0.0712, 0.0456, -0.0713, -0.2276, -0.2186, -0.1898, -0.0407, -0.2651, -0.2721, -0.2459, -0.0978, 0.0745, 0.0821, 0.1127, 0.1161, 0.1238, 0.1143, 0.0923, 0.0993, 0.0916, 0.1438, 0.1454, 0.1535, 0.0866, 0.0709, 0.0997, -0.0363, -0.2251, -0.2123, -0.2174, -0.0154, -0.2078, -0.2813, -0.1660, -0.1059, 0.0613, 0.0783, 0.1019, 0.1220, 0.0883, 0.0898, 0.1229, 0.1136, 0.1244, 0.1044, 0.1300, 0.1251, 0.0796, 0.0810, 0.0885, -0.0990, -0.2093, -0.2005, -0.1514, -0.1118, -0.1766, -0.1774, -0.1858, -0.1157, 0.0928, 0.1187, 0.0599, 0.1363, 0.1190, 0.1096, 0.1170, 0.1271, 0.1345, 0.1193, 0.1139, 0.1003, 0.1031, 0.0783, 0.0889, -0.2326, -0.2353, -0.0887, -0.0833, 0.1113, 0.1182, 0.0893, 0.0920, 0.0657, 0.0459, -0.2195, -0.2444, -0.0970, -0.1141, 0.1134, 0.0945, 0.0739, 0.1510, 0.0839, 0.1084, -0.1820, -0.2240, -0.1394, -0.1053, 0.1242, 0.0849, 0.0780, 0.0976, 0.0622, 0.0771], "e_lumo_ev": 0.494, "smiles": "COCCNCCOC.COCCNCCOC.COCCNCCOC.COCCNCCOC.OCCO.OCCO.OCCO.CCO.CCO", "relative_energy_kj_mol": 248.8, "total_energy_ha": -2771.94379}